The following is a DFT calculation (wB97M-V/def2-TZVPD) of a single C4H7N3 molecule.

- LUMO energy: 1.0940 eV
- SMILES: Nc1cc[nH]c1N
- DFT total energy: -320.865297 a.u.
- ΔE to the lowest compared entry with this formula, charge and spin: 11.30 kcal/mol
- E_HOMO: -7.271 eV
- Orbital gap: 0.30740 hartree
- Maximum force: 3.42 eV Å⁻¹

Last column: Löwdin charge in e.
Cartesian coordinates (Å):
1 C -0.176 -0.197 0.732  -0.33
2 H -1.250 -0.385 2.380  0.08
3 C 0.814 0.695 -1.065  -0.08
4 H 0.988 1.031 -2.076  0.11
5 H 1.357 0.425 2.016  0.16
6 H -0.985 -1.597 -1.944  0.09
7 H -1.641 -0.061 -2.112  0.09
8 H -1.442 -1.514 1.221  0.07
9 H 2.301 1.735 0.075  0.10
10 N 0.837 0.682 1.150  0.07
11 C 1.501 1.030 0.000  -0.19
12 N -1.268 -0.736 -1.419  0.04
13 N -0.794 -0.947 1.696  0.12
14 C -0.242 -0.161 -0.654  -0.31